Record 1
DFT (ωB97M-V/def2-TZVPD) results for an isolated molecule of C3H4ClF in a non-equilibrium geometry.

Last column: Löwdin charge in e.
Atoms and positions in Å:
C -0.13837 -0.81011 -1.12457  -0.040
C 0.44687 0.12674 -0.28236  -0.718
Cl 1.24846 1.41328 -1.12388  0.640
C 0.02309 0.26615 1.18864  -0.224
F -0.89959 1.29155 1.40916  -0.071
H -1.19869 -1.16975 -1.04682  0.084
H 0.21974 -0.80943 -2.20930  0.067
H 0.86769 0.39281 1.97473  0.148
H -0.56919 -0.70123 1.21441  0.115

The gap between HOMO and LUMO comes out at 9.866 eV. The highest occupied orbital energy comes out at -9.605 eV. Its SMILES is C=C(Cl)CF. The calculation puts the total energy at -676.69533 Ha. For the relative energy (zero: lowest compared OMol25 entry of this formula, charge and spin), the calculation gives 29.0 kcal per mole.

***

Record 2
DFT (ωB97M-V/def2-TZVPD) results for a cluster of 2 separate species, C3H4ClFN2 in total in a non-equilibrium geometry.

Last column: Löwdin charge in e.
Atoms and positions in Å:
C 0.50206 1.31899 0.87304  -0.443
C 1.27327 -0.62503 -0.32586  -0.120
C -1.55871 -0.21444 -0.10889  -0.511
N 0.54643 2.43477 1.15642  0.142
N 0.49548 0.04831 0.65802  -0.043
F -1.97319 1.05772 -0.25695  0.002
Cl -2.48842 -1.25094 1.00121  0.644
H 2.25334 -0.23131 -0.39463  0.078
H 1.23762 -1.59616 -0.13352  0.032
H 0.88079 -0.29232 -1.39946  0.123
H -1.16868 -0.64959 -1.06937  0.095

The gap between HOMO and LUMO (alpha / beta) comes out at 8.148 / 8.154 eV. The highest occupied orbital energy (alpha / beta) comes out at -9.261 / -9.263 eV. The calculation puts the total energy at -786.13833 Ha. For the relative energy (zero: lowest compared OMol25 entry of this formula, charge and spin), the calculation gives 76.7 kcal per mole.

***

Record 3
DFT (ωB97M-V/def2-TZVPD) results for an isolated molecule of C3H4ClFO in a non-equilibrium geometry.

Last column: Löwdin charge in e.
Atoms and positions in Å:
O 0.43057 1.72058 -0.21415  0.096
C 0.17011 0.57422 -0.02140  -0.504
C -1.24320 0.11534 -0.43394  -0.121
F -1.56377 -1.21103 -0.27214  -0.037
C 1.09683 -0.40560 0.59045  -0.513
Cl 2.50084 -0.44883 -0.47656  0.623
H -1.43008 0.36548 -1.47415  0.133
H -1.88222 0.73907 0.18098  0.129
H 1.34807 -0.08329 1.64086  0.121
H 0.57285 -1.36594 0.48006  0.074

The gap between HOMO and LUMO comes out at 10.762 eV. The highest occupied orbital energy comes out at -10.291 eV. Its SMILES is O=C(CF)CCl. The calculation puts the total energy at -751.98377 Ha. For the relative energy (zero: lowest compared OMol25 entry of this formula, charge and spin), the calculation gives 4.5 kcal per mole.

***

Record 4
DFT (ωB97M-V/def2-TZVPD) results for an isolated molecule of C3H4ClFO in a non-equilibrium geometry.

Last column: Löwdin charge in e.
Atoms and positions in Å:
C -1.39519 1.30653 -1.08049  -0.541
C 0.01433 -0.67623 -0.00957  -0.315
C 1.07576 -0.75645 1.01081  0.007
O -0.51414 0.47260 -0.31919  -0.116
F -0.70186 -1.82290 -0.34738  0.046
Cl -0.54063 2.81711 -1.20173  0.566
H -1.89350 0.78060 -1.97819  0.091
H 0.70098 -0.07034 1.74294  0.084
H 1.94878 -0.31808 0.66414  0.060
H 1.30546 -1.73285 1.51866  0.117

The gap between HOMO and LUMO (alpha / beta) comes out at 7.145 / 8.710 eV. The highest occupied orbital energy (alpha / beta) comes out at -7.197 / -8.104 eV. The calculation puts the total energy at -751.84640 Ha. For the relative energy (zero: lowest compared OMol25 entry of this formula, charge and spin), the calculation gives 90.7 kcal per mole.

***

Record 5
DFT (ωB97M-V/def2-TZVPD) results for a cluster of 2 separate species, C3H4ClN2O2S in total in a non-equilibrium geometry.

Last column: Löwdin charge in e.
Atoms and positions in Å:
C 2.67495 -0.37972 -0.20171  -0.154
C 0.26108 -0.89570 -0.06869  -0.089
C 2.81428 0.95872 0.11819  -0.563
N 1.39790 -0.82841 -0.32052  0.172
N -0.97397 -1.10472 -0.05962  0.187
O -3.34982 -0.03351 -0.10349  -0.465
O -4.49185 2.03660 0.48370  -0.350
S -4.58881 0.72332 -0.00422  0.991
Cl 4.26022 1.78947 0.09075  0.748
H 3.35935 -1.08062 -0.70542  0.137
H 1.97672 1.30101 0.78053  0.105
H -1.85600 -0.50945 -0.30735  0.088
H -1.48404 -1.97698 0.29785  0.193

The gap between HOMO and LUMO comes out at 8.246 eV. The highest occupied orbital energy comes out at -13.240 eV. Its total charge is +1. The calculation puts the total energy at -1234.74151 Ha. For the relative energy (zero: lowest compared OMol25 entry of this formula, charge and spin), the calculation gives 28.3 kcal per mole.

***

Record 6
DFT (ωB97M-V/def2-TZVPD) results for the ion C3H4ClN2O2S2 with charge -1 in a non-equilibrium geometry.

Last column: Löwdin charge in e.
Atoms and positions in Å:
C -2.33022 -0.40177 0.65348  -0.160
N -1.47293 0.62244 0.14504  -0.418
N -0.95931 0.37449 -1.08928  -0.010
C 0.26289 0.72332 -1.24380  -0.358
C 1.00693 1.04493 -0.14534  -0.810
S 2.41040 -0.09686 0.00901  0.380
O 3.37191 0.16213 1.09439  -0.434
O 2.99014 -0.18335 -1.30911  -0.417
Cl 1.80634 -2.21022 0.47585  0.042
S -0.00668 1.36712 1.12106  0.879
H -2.47381 -0.03768 1.68266  0.064
H -3.32653 -0.38447 -0.02222  0.124
H -1.99785 -1.34945 0.78470  0.018
H 0.71871 0.36936 -2.15646  0.101

The gap between HOMO and LUMO (alpha / beta) comes out at 6.850 / 6.849 eV. The highest occupied orbital energy (alpha / beta) comes out at -3.602 / -3.601 eV. Its total charge is -1. Its SMILES is Cn1ncc(=[S@](=O)([O-])Cl)s1. The calculation puts the total energy at -1633.23195 Ha. For the relative energy (zero: lowest compared OMol25 entry of this formula, charge and spin), the calculation gives 20.6 kcal per mole.

***

Record 7
DFT (ωB97M-V/def2-TZVPD) results for a structure of composition C3H4ClN2O2S2 in a non-equilibrium geometry.

Last column: Löwdin charge in e.
Atoms and positions in Å:
C -2.70570 -1.17414 -0.02564  -0.353
C -2.65000 -0.74354 -1.38817  -0.503
C 0.49979 -0.13195 0.71972  -0.082
N -1.74894 -0.81457 0.88065  0.028
N -0.85387 -0.06967 0.25989  -0.494
O -2.10731 -3.96313 -2.90871  -0.543
O -0.55005 -3.47141 -1.08715  -0.532
S -1.28533 0.17990 -1.43788  0.903
S -1.39074 -2.90134 -2.13918  0.354
Cl 0.11432 -2.14114 -3.62379  -0.077
H -3.53154 -1.70369 0.45635  0.082
H 0.82128 -1.11492 0.37717  0.092
H 0.90812 0.66941 0.13018  0.073
H 0.47880 -0.06551 1.73879  0.052

The gap between HOMO and LUMO comes out at 7.333 eV. The highest occupied orbital energy comes out at -4.307 eV. Its total charge is -1. The calculation puts the total energy at -1633.23985 Ha. For the relative energy (zero: lowest compared OMol25 entry of this formula, charge and spin), the calculation gives 15.6 kcal per mole.

***

Record 8
DFT (ωB97M-V/def2-TZVPD) results for the ion C3H4ClN2O3 with charge +1 in a non-equilibrium geometry.

Last column: Löwdin charge in e.
Atoms and positions in Å:
C -0.21967 -1.51403 0.86696  -0.043
C 0.82270 2.13142 -1.41012  -0.683
C 0.39736 0.75364 -0.77218  0.074
N 0.51226 -0.31970 1.28726  0.051
N -1.55862 -1.47844 0.78021  -0.099
O 0.56412 3.22265 -1.07570  0.162
O 0.74825 0.62846 0.44291  0.094
O -2.24201 -0.49354 0.99858  0.037
Cl 2.00937 1.82094 -2.74921  0.709
H 0.27003 -2.37154 0.33489  0.153
H -0.23772 0.14742 -1.37329  0.151
H 0.96460 -0.26214 2.24901  0.229
H -2.03067 -2.26512 0.42067  0.164

The gap between HOMO and LUMO comes out at 7.873 eV. The highest occupied orbital energy comes out at -14.376 eV. Its total charge is +1. The calculation puts the total energy at -911.61987 Ha.

***

Record 9
DFT (ωB97M-V/def2-TZVPD) results for an isolated molecule of C3H4ClN3 in a non-equilibrium geometry.

Last column: Löwdin charge in e.
Atoms and positions in Å:
Cl 2.65868 0.15517 0.42520  0.587
C 1.40775 0.42625 -0.78371  -0.490
N 0.07925 0.31289 -0.08955  -0.194
C -0.49944 -0.84641 0.39954  -0.071
C -1.72496 -0.47081 0.76126  -0.157
N -1.92620 0.79481 0.36390  0.008
N -0.85249 1.24464 -0.14215  0.001
H 1.39647 1.49085 -1.10274  0.100
H 1.64034 -0.30573 -1.45870  0.033
H 0.18004 -1.63786 0.40043  0.096
H -2.35944 -1.16381 1.22652  0.088

The gap between HOMO and LUMO comes out at 10.963 eV. The highest occupied orbital energy comes out at -10.213 eV. Its SMILES is ClCn1ccnn1. The calculation puts the total energy at -741.11675 Ha. For the relative energy (zero: lowest compared OMol25 entry of this formula, charge and spin), the calculation gives 40.2 kcal per mole.

***

Record 10
DFT (ωB97M-V/def2-TZVPD) results for a cluster of 3 separate species, C3H4ClN3 in total in a non-equilibrium geometry.

Last column: Löwdin charge in e.
Atoms and positions in Å:
C -0.83923 -0.68095 1.02666  -0.732
C 0.46650 -0.92356 0.79584  -0.302
C 0.11081 0.76012 -0.58426  -0.652
H 1.03468 -1.97129 0.88462  0.165
H 2.27380 0.31330 0.12790  0.310
H 1.05194 1.18917 -2.16971  0.095
H -2.15316 0.49454 -0.73095  0.305
N 0.90913 -0.32188 -0.25751  -0.015
N 0.14943 1.50665 -1.62116  0.090
N -0.87492 0.76008 0.46120  0.073
Cl -2.12897 -1.12619 2.06735  0.663

The gap between HOMO and LUMO comes out at 7.174 eV. The highest occupied orbital energy comes out at -8.352 eV. The calculation puts the total energy at -740.87673 Ha. For the relative energy (zero: lowest compared OMol25 entry of this formula, charge and spin), the calculation gives 190.8 kcal per mole.

***

Record 11
DFT (ωB97M-V/def2-TZVPD) results for an isolated molecule of C3H4ClNO in a non-equilibrium geometry.

Last column: Löwdin charge in e.
Atoms and positions in Å:
Cl 0.25194 -1.22205 -1.97418  0.542
C 0.01492 -0.62215 -0.23698  -0.608
C -1.24263 0.06777 -0.14469  -0.197
N -1.12291 1.23348 0.36244  0.085
O 0.21908 1.59261 0.60268  -0.079
C 0.93441 0.37200 0.45871  -0.184
H 0.14735 -1.58457 0.28203  0.098
H -2.22810 -0.20418 -0.49632  0.124
H 1.70472 0.57436 -0.15716  0.082
H 1.32124 -0.20726 1.30348  0.136

The gap between HOMO and LUMO comes out at 10.713 eV. The highest occupied orbital energy comes out at -10.199 eV. Its SMILES is Cl[C@@H]1C=NOC1. The calculation puts the total energy at -706.80981 Ha. For the relative energy (zero: lowest compared OMol25 entry of this formula, charge and spin), the calculation gives 57.7 kcal per mole.

***

Record 12
DFT (ωB97M-V/def2-TZVPD) results for a structure of composition C3H4ClNO in a non-equilibrium geometry.

Last column: Löwdin charge in e.
Atoms and positions in Å:
C 1.00811 0.85031 0.35812  -0.428
C -1.54336 -0.73880 0.39000  0.116
C -2.33823 -0.12327 -0.40299  0.042
N 1.94612 1.50168 0.18995  0.088
O 0.04065 0.06249 0.58929  -0.045
Cl 4.30263 -0.45428 -0.06541  0.260
H -1.51913 -1.67913 0.91095  0.116
H -3.25466 -0.57105 -0.54234  0.055
H -2.08192 0.70485 -1.14886  0.136
H 3.43979 0.44720 -0.27870  -0.340

The gap between HOMO and LUMO comes out at 9.489 eV. The highest occupied orbital energy comes out at -10.246 eV. The calculation puts the total energy at -706.75661 Ha. For the relative energy (zero: lowest compared OMol25 entry of this formula, charge and spin), the calculation gives 91.0 kcal per mole.